[1]
{"formula": "CH8N2O2", "method": "wB97M-V/def2-TZVPD", "symbols": ["H", "N", "C", "N", "H", "H", "H", "O", "H", "H", "O", "H", "H"], "positions_angstrom": [[1.89680, -0.40479, -3.06384], [1.76531, -0.73133, -2.09026], [0.62038, -0.59575, -1.49719], [0.56826, -0.94120, -0.15225], [-0.25915, -0.01962, -1.83821], [1.37150, -1.57866, 0.01279], [0.84461, -0.07828, 0.34001], [0.03876, 0.98038, 2.51500], [-0.03239, 1.91329, 2.60390], [-0.58822, 0.51055, 3.16605], [-2.02113, 0.81651, 0.06369], [-1.87856, -0.13814, 0.58191], [-2.32616, 0.26704, -0.64160]], "orbital_gap_ev": 10.37, "e_lumo_ha": 0.025}



[2]
{"formula": "C48H120N8O20PbS", "method": "wB97M-V/def2-TZVPD", "symbols": ["Pb", "S", "O", "O", "O", "O", "C", "O", "C", "C", "N", "C", "C", "O", "C", "H", "H", "H", "H", "H", "H", "H", "H", "H", "H", "H", "H", "H", "H", "H", "C", "O", "C", "C", "N", "C", "C", "O", "C", "H", "H", "H", "H", "H", "H", "H", "H", "H", "H", "H", "H", "H", "H", "H", "C", "O", "C", "C", "N", "C", "C", "O", "C", "H", "H", "H", "H", "H", "H", "H", "H", "H", "H", "H", "H", "H", "H", "H", "C", "O", "C", "C", "N", "C", "C", "O", "C", "H", "H", "H", "H", "H", "H", "H", "H", "H", "H", "H", "H", "H", "H", "H", "C", "O", "C", "C", "N", "C", "C", "O", "C", "H", "H", "H", "H", "H", "H", "H", "H", "H", "H", "H", "H", "H", "H", "H", "C", "O", "C", "C", "N", "C", "C", "O", "C", "H", "H", "H", "H", "H", "H", "H", "H", "H", "H", "H", "H", "H", "H", "H", "C", "O", "C", "C", "N", "C", "C", "O", "C", "H", "H", "H", "H", "H", "H", "H", "H", "H", "H", "H", "H", "H", "H", "H", "C", "O", "C", "C", "N", "C", "C", "O", "C", "H", "H", "H", "H", "H", "H", "H", "H", "H", "H", "H", "H", "H", "H", "H"], "positions_angstrom": [[2.31694, -1.55242, -1.71288], [-0.15155, -0.32048, -0.65260], [-1.50092, 0.15316, -0.93753], [0.26426, -0.22673, 0.72865], [-0.03018, -1.71501, -1.01520], [0.83966, 0.27558, -1.54573], [-4.14793, 0.52290, -5.58014], [-3.53865, -0.61598, -4.98801], [-3.68456, -0.62046, -3.58304], [-3.18869, -1.89096, -2.94880], [-3.38863, -1.71122, -1.52099], [-3.12043, -3.00480, -0.82750], [-4.20963, -4.13440, -0.86091], [-4.20234, -4.71205, -2.12114], [-4.93194, -5.93249, -2.22688], [-3.41231, 1.32712, -5.59438], [-5.06784, 0.82470, -5.07935], [-4.30554, 0.19250, -6.60683], [-4.71962, -0.42974, -3.29952], [-3.16464, 0.24532, -3.17290], [-2.17689, -2.10164, -3.29517], [-3.87340, -2.69562, -3.21677], [-2.64085, -1.11311, -1.19976], [-2.95371, -2.84066, 0.23710], [-2.22026, -3.50371, -1.18651], [-5.20919, -3.76133, -0.63776], [-3.99559, -4.83697, -0.05550], [-4.93851, -6.20190, -3.28304], [-5.93954, -5.78456, -1.83835], [-4.51440, -6.80109, -1.71767], [-3.78575, -0.81051, 4.99098], [-3.64333, -0.47631, 3.65713], [-2.83969, 0.68487, 3.44539], [-2.26363, 0.57227, 2.04477], [-3.13644, 1.12158, 1.02642], [-4.41716, 0.40417, 0.90093], [-5.18555, 0.95735, -0.35367], [-6.49959, 0.42923, -0.50795], [-6.51177, -0.94716, -0.82465], [-2.83477, -1.06686, 5.45790], [-4.41145, -1.67989, 5.19290], [-4.16674, 0.02135, 5.58340], [-1.89665, 0.57273, 3.98038], [-3.22607, 1.65607, 3.75454], [-2.02242, -0.44583, 1.73918], [-1.38319, 1.21012, 1.96692], [-2.61995, 0.98397, 0.16944], [-5.03294, 0.64016, 1.76881], [-4.33280, -0.68256, 0.90428], [-4.57829, 0.80850, -1.24652], [-5.35821, 2.01637, -0.16188], [-5.94357, -1.61229, -0.17438], [-6.22737, -1.11927, -1.86272], [-7.56576, -1.22146, -0.78047], [0.41068, -4.51267, -1.86994], [1.32697, -3.77334, -2.64017], [1.12951, -3.93673, -4.02235], [2.14465, -3.23256, -4.81840], [2.38935, -1.83133, -4.35638], [3.60240, -1.32300, -5.05915], [4.93551, -1.75882, -4.29441], [4.80014, -1.60350, -2.87132], [6.00190, -1.86460, -2.14686], [-0.58288, -4.19517, -2.18636], [0.60970, -4.23819, -0.83401], [0.61902, -5.57431, -2.00266], [0.14672, -3.51111, -4.22501], [1.12448, -4.98874, -4.30757], [1.71700, -3.33178, -5.81609], [3.08803, -3.76427, -4.69424], [1.62365, -1.25103, -4.66790], [3.55857, -0.23517, -5.11216], [3.62720, -1.63526, -6.10317], [5.71190, -1.09015, -4.66614], [5.30688, -2.76293, -4.49920], [6.22597, -2.93131, -2.15246], [5.90360, -1.60121, -1.09374], [6.93357, -1.44051, -2.52137], [-0.43841, 3.33228, -0.06701], [0.24965, 4.60792, -0.27004], [1.62282, 4.46441, -0.39410], [2.26107, 5.79148, -0.10446], [2.05400, 6.13104, 1.30799], [2.36742, 7.51588, 1.61164], [2.22904, 7.73549, 3.09465], [0.91533, 7.52218, 3.57471], [0.68746, 7.68363, 4.97238], [-1.50205, 3.49065, 0.11107], [-0.06478, 2.88720, 0.85517], [-0.25197, 2.65370, -0.89939], [1.88363, 4.03422, -1.36106], [2.04912, 3.79380, 0.35199], [1.86268, 6.48659, -0.84351], [3.32231, 5.61544, -0.28020], [1.10674, 5.87721, 1.54960], [1.77471, 8.19093, 0.99430], [3.40270, 7.74010, 1.35465], [2.55777, 8.77210, 3.16861], [2.92168, 7.09893, 3.64523], [0.93943, 6.77160, 5.51350], [-0.35886, 7.86550, 5.21780], [1.17351, 8.54927, 5.42242], [3.95779, 1.44324, -1.88047], [3.84321, 0.39718, -0.96007], [3.64393, 0.82479, 0.39810], [3.70932, -0.48718, 1.23629], [2.67894, -1.37043, 0.82224], [2.74667, -2.71176, 1.36027], [3.82232, -3.59595, 0.66978], [3.43561, -3.65929, -0.67936], [4.10012, -4.54500, -1.47243], [4.52971, 2.24755, -1.41777], [2.95952, 1.79561, -2.14008], [4.42070, 0.99503, -2.75962], [2.73251, 1.40441, 0.54460], [4.42438, 1.49947, 0.74996], [3.56970, -0.30002, 2.30099], [4.67125, -0.94910, 1.01398], [1.75648, -0.98975, 0.97799], [1.74448, -3.13973, 1.33693], [2.83666, -2.65238, 2.44493], [3.81287, -4.57786, 1.14292], [4.84700, -3.24368, 0.78826], [5.16930, -4.64998, -1.28824], [3.88351, -4.29617, -2.51131], [3.70566, -5.53893, -1.26120], [1.13940, 1.30013, 3.21764], [1.74527, 2.07617, 4.26010], [1.58091, 3.50658, 4.10964], [0.12466, 3.96397, 4.22886], [-0.53028, 3.51921, 5.48484], [-1.93199, 3.92529, 5.59971], [-2.57136, 3.61998, 6.90767], [-2.81442, 2.17174, 6.99192], [-3.79037, 1.94442, 8.04596], [1.55373, 0.33118, 3.49612], [1.47272, 1.69359, 2.25733], [0.05087, 1.25490, 3.25166], [1.96891, 3.89271, 3.16706], [2.18578, 4.06019, 4.82781], [-0.42810, 3.61838, 3.35529], [0.25941, 5.04294, 4.15286], [-0.52157, 2.51130, 5.42042], [-2.56172, 3.57965, 4.77991], [-1.91537, 5.01426, 5.55539], [-3.46094, 4.24629, 6.97473], [-1.86960, 3.92435, 7.68420], [-3.45571, 2.27062, 9.03069], [-3.91111, 0.86128, 8.02829], [-4.78319, 2.39116, 7.99267], [0.90990, -6.72950, 0.84585], [0.66976, -5.45194, 1.46162], [-0.75322, -5.19232, 1.50207], [-1.03499, -3.78703, 2.05223], [-0.34733, -3.60164, 3.35429], [-0.35661, -2.18242, 3.81032], [0.49799, -1.92869, 5.08063], [1.88040, -2.16719, 4.81127], [2.78279, -1.86738, 5.91912], [0.76171, -7.59050, 1.49762], [1.97188, -6.72631, 0.60030], [0.29306, -6.91051, -0.03440], [-1.21724, -5.90072, 2.18833], [-1.25926, -5.28833, 0.54144], [-2.11096, -3.65530, 2.16644], [-0.77369, -3.07922, 1.26556], [0.58707, -3.90901, 3.12512], [-1.38268, -1.95452, 4.09900], [-0.15681, -1.52049, 2.96770], [0.13485, -2.61623, 5.84451], [0.26826, -0.90173, 5.36467], [2.61018, -2.54681, 6.75380], [2.66758, -0.83164, 6.23860], [3.83059, -1.92091, 5.62357], [0.97997, 5.51186, -4.13066], [1.58328, 4.34475, -4.67292], [0.94869, 3.17558, -4.23266], [1.57328, 1.89833, -4.81174], [0.92615, 0.67587, -4.32575], [-0.40032, 0.42594, -4.85809], [-0.38201, -0.05395, -6.31887], [0.20013, -1.36198, -6.39456], [0.30435, -1.81299, -7.73361], [0.90036, 5.45846, -3.04488], [-0.05737, 5.52550, -4.46506], [1.38377, 6.44574, -4.52172], [-0.12001, 3.08498, -4.42704], [1.02882, 3.20601, -3.14604], [2.64959, 1.91101, -4.64003], [1.45593, 1.80979, -5.89178], [0.66817, 0.78954, -3.35589], [-1.10361, 1.24672, -4.71735], [-0.79510, -0.37524, -4.23331], [0.08160, 0.66732, -6.99188], [-1.39778, -0.27824, -6.64448], [0.37939, -2.90040, -7.72888], [1.26375, -1.46176, -8.11348], [-0.51139, -1.56799, -8.41379]], "orbital_gap_ev": [7.41, 2.76], "e_lumo_ha": [-0.075, -0.244], "charge": 1, "spin_multiplicity": 2}



[3]
{"formula": "C3H4N2O", "method": "wB97M-V/def2-TZVPD", "symbols": ["N", "C", "N", "C", "C", "O", "H", "H", "H", "H"], "positions_angstrom": [[-0.66985, -1.10160, -1.77441], [0.28976, -0.22183, -1.44314], [1.07875, 0.58542, -1.16976], [0.65505, 1.29654, 1.25265], [-0.27568, 0.40058, 1.34565], [-1.22447, -0.28524, 1.24400], [-0.32688, -1.99249, -2.10823], [-1.37695, -1.18305, -1.05353], [1.73859, 1.24375, 1.27044], [0.11169, 1.25791, 2.43632]], "orbital_gap_ev": 10.27, "e_lumo_ha": 0.022}



[4]
{"formula": "C4H8NO", "method": "wB97M-V/def2-TZVPD", "symbols": ["C", "C", "C", "C", "N", "O", "H", "H", "H", "H", "H", "H", "H", "H"], "positions_angstrom": [[0.44483, -0.96826, 0.35954], [1.30213, 0.06670, 0.55670], [-1.38110, 0.32899, 0.57499], [2.53852, 0.27228, -0.07753], [-2.77777, 0.15535, -0.25064], [-0.78295, -0.69039, 0.09578], [0.64278, -2.01575, 0.25904], [0.49999, 1.02326, 0.67482], [3.29803, -0.49883, -0.22036], [3.14104, 1.10974, 0.54874], [2.29445, 0.87646, -0.97224], [-3.58852, 0.45641, 0.20522], [-3.00847, -0.77727, -0.59150], [-2.62298, 0.66130, -1.16256]], "orbital_gap_ev": 8.15, "e_lumo_ha": -0.188, "charge": 1}



[5]
{"formula": "C10H14N5", "method": "wB97M-V/def2-TZVPD", "symbols": ["C", "C", "C", "C", "C", "C", "C", "C", "C", "C", "N", "N", "N", "N", "N", "H", "H", "H", "H", "H", "H", "H", "H", "H", "H", "H", "H", "H", "H"], "positions_angstrom": [[3.14710, 0.88332, 0.23638], [4.06376, -0.07331, -0.01945], [1.82584, 0.43920, 0.70437], [3.68728, -1.52957, 0.06843], [1.50941, -0.89555, 0.06937], [0.16105, -0.91380, -0.25500], [-2.63309, -1.63968, 0.69758], [-0.66243, -2.01376, -0.82737], [-1.63286, -2.58193, 0.25633], [0.59534, 1.20169, 0.56343], [2.46954, -1.83295, 0.00086], [-0.28307, 0.41488, 0.06066], [-3.53211, -1.04635, 1.09103], [0.35556, 2.43658, 0.93176], [-2.78281, 1.66422, -0.10368], [3.29152, 1.91746, 0.08199], [5.03097, 0.09513, -0.56186], [1.96468, 0.40200, 1.86798], [4.39798, -2.28774, 0.24332], [-1.33079, -1.62338, -1.55716], [-0.02401, -2.76966, -1.34148], [-1.03959, -3.05639, 1.16455], [-2.19713, -3.32301, -0.26702], [-3.38446, 1.73329, -1.02759], [-0.61201, 2.74338, 0.90914], [1.04541, 2.96912, 1.50551], [-2.99317, 2.51416, 0.44262], [-1.27868, 0.87139, -0.06128], [-3.16196, 0.88087, 0.35651]], "orbital_gap_ev": 7.99, "e_lumo_ha": -0.140, "charge": 1}



[6]
{"formula": "C27H20Cl3N2PPtS4Sb", "method": "wB97M-V/def2-TZVPD", "symbols": ["Pt", "S", "Sb", "S", "S", "Cl", "C", "C", "C", "C", "C", "C", "P", "C", "C", "C", "C", "C", "C", "C", "C", "C", "C", "C", "C", "H", "H", "H", "H", "H", "H", "H", "H", "H", "H", "H", "H", "H", "H", "S", "C", "C", "N", "C", "H", "H", "H", "Cl", "C", "C", "C", "C", "C", "Cl", "C", "N", "H", "H", "H"], "positions_angstrom": [[-0.48292, 0.64201, -0.29003], [2.23933, -3.25479, 1.28097], [1.92751, -1.05499, 1.56094], [1.67227, -0.18753, -0.67124], [1.19606, 2.29533, 2.06081], [-0.92088, -3.06899, -0.99039], [0.00464, -2.78994, -2.41535], [0.80654, -3.79973, -2.91549], [1.53068, -3.57294, -4.07402], [1.44644, -2.35569, -4.73256], [0.64958, -1.34399, -4.22209], [-0.07224, -1.54182, -3.04781], [-1.04499, -0.22189, -2.27969], [-1.06321, 1.11684, -3.50467], [-2.12162, 1.35446, -4.37551], [-2.05016, 2.40545, -5.28125], [-0.92252, 3.21129, -5.33021], [0.13930, 2.97468, -4.46604], [0.06718, 1.93597, -3.55146], [-2.73094, -0.91333, -2.26490], [-3.55278, -0.70085, -1.16177], [-4.83716, -1.22493, -1.13297], [-5.30690, -1.97032, -2.20415], [-4.48355, -2.20430, -3.29833], [-3.19998, -1.68325, -3.32776], [0.86525, -4.74144, -2.38673], [2.16614, -4.35825, -4.46386], [2.00929, -2.18575, -5.64099], [0.59863, -0.39050, -4.73138], [-3.00652, 0.73069, -4.34148], [-2.87974, 2.59175, -5.95219], [-0.86922, 4.02603, -6.04172], [1.02168, 3.60198, -4.50109], [0.88769, 1.74967, -2.86515], [-3.16234, -0.17710, -0.29321], [-5.46200, -1.06748, -0.26262], [-6.30581, -2.38606, -2.17822], [-4.83908, -2.80513, -4.12591], [-2.55392, -1.88511, -4.17447], [-1.95004, 4.77926, -1.15617], [-3.38236, 3.84413, -1.23237], [-3.11743, 2.56496, -0.87768], [-1.80646, 2.32551, -0.56235], [-1.07844, 3.41054, -0.65772], [-4.32956, 4.26995, -1.52011], [-3.83886, 1.76284, -0.83078], [-0.02328, 3.43739, -0.42020], [-1.32273, -1.22669, 2.39441], [-1.97429, 0.33509, 2.79778], [-3.14559, 0.35728, 3.53135], [-3.68848, 1.56781, 3.91996], [-3.05680, 2.74176, 3.54956], [-1.89358, 2.71080, 2.80329], [-1.27099, 4.24804, 2.28249], [-1.27990, 1.49996, 2.40828], [-0.12411, 1.40853, 1.64427], [-3.60744, -0.58033, 3.81021], [-4.59631, 1.59696, 4.50700], [-3.46958, 3.70386, 3.82136]], "orbital_gap_ev": [6.79, 6.70], "e_lumo_ha": [-0.015, -0.022], "spin_multiplicity": 2}



Maximum force in eV Å⁻¹, matching the order above: 5.12 4.54 3.43 6.63 3.97 0.86